1.
C16H19N3O3 | ωB97M-V/def2-TZVPD

SMILES string	CC(NCCc1ccccc1)=C1C(=O)N(C)C(=O)N(C)C1=O
orbital gap	8.7	eV
E_HOMO	-8.680	eV
energy above the lowest of the compared OMol25 structures with the same formula, charge and spin	1369.8	kJ/mol
E_LUMO	0.019	eV
energy	-27501.2865	eV
total charge	0

Structure (XYZ):
```
41
C16H19N3O3, DFT ωB97M-V/def2-TZVPD
O 3.5356 0.2957 -0.4231
O 2.8977 0.0291 4.1557
O -0.3973 -1.4799 1.4179
N 1.4291 -0.4259 2.5207
N 3.3391 0.1581 1.6004
N -0.3783 -1.1372 -1.2844
C 4.6852 0.6971 1.8252
C -3.3603 2.8093 -0.7364
C -3.1169 1.8636 0.1911
C 2.5082 -0.1327 2.8235
C -2.9287 0.2969 -0.0267
C -2.9106 0.0720 -1.4343
C -3.4917 2.4214 -2.0671
C 2.8544 -0.0936 0.5260
C 1.5873 -0.4656 -2.3010
C 0.7941 -0.6678 -1.0840
C -1.1198 -1.3367 -2.3264
C -3.0182 1.0447 -2.6133
C -2.6411 -1.0985 -1.8655
C 0.7615 -0.9116 1.3552
C 0.5285 -0.9490 3.9528
C 1.6043 -0.6853 0.2696
H -0.8109 -2.4906 -2.7579
H -2.9200 -2.0192 -1.0847
H -3.7394 3.2997 -2.6928
H -3.0140 0.9222 -3.5622
H 0.4059 0.1232 4.4380
H -3.6225 3.6920 -0.5093
H 2.7293 -0.2132 -2.1186
H 1.0664 0.3604 -2.7090
H -3.1427 2.1248 1.2663
H -0.4612 -1.6287 3.5767
H -2.6793 -0.4294 0.6265
H -0.7041 -1.2948 -0.1971
H -3.1419 -1.6143 -2.8111
H 1.1573 -1.7372 4.2879
H 1.6890 -1.3528 -3.0065
H -0.8251 -0.5582 -3.2177
H 4.6529 1.6937 1.5943
H 5.3720 0.1280 1.4575
H 4.8261 0.6904 2.9434
```

2.
C16H19N3O4S | ωB97M-V/def2-TZVPD

SMILES string	CCOc1ccc(N(CC(=O)Nc2cccnc2)S(C)(=O)=O)cc1
orbital gap	8.8	eV
E_HOMO	-8.218	eV
energy above the lowest of the compared OMol25 structures with the same formula, charge and spin	290.3	kJ/mol
E_LUMO	0.584	eV
energy	-40395.5219	eV
total charge	0

Structure (XYZ):
```
43
C16H19N3O4S, DFT ωB97M-V/def2-TZVPD
S 0.2098 2.1191 -0.2671
O -0.4835 3.3695 -0.2198
O 1.1028 -0.9682 -0.3455
O -5.5646 -0.7358 -0.6116
O 1.6088 2.1314 0.0618
N 2.7498 -0.3233 1.0906
N 4.9827 -2.0381 -1.2698
N -0.4998 1.0534 0.8277
C 6.1548 -1.6315 -0.8160
C 6.2878 -0.7783 0.2700
C 0.4560 0.2832 1.5882
C -6.2490 -2.6008 0.8181
C 3.8988 -0.7606 0.4273
C -5.9751 -2.0881 -0.5930
C 1.4665 -0.3986 0.6627
C 3.8836 -1.6212 -0.6733
C -4.2974 -0.4049 -0.2398
C 5.1397 -0.3381 0.9016
C -2.7768 1.4265 0.1640
C -2.0140 -0.8333 0.3966
C -3.2749 -1.2978 0.0577
C -0.0342 1.3931 -1.9025
C -1.7535 0.5279 0.4674
C -4.0246 0.9651 -0.1895
H -0.0789 -0.4710 2.1708
H -5.3467 -2.5724 1.4240
H 7.0195 -2.0071 -1.3458
H -1.2302 -1.5501 0.5836
H 5.1958 0.3301 1.7503
H 0.3355 0.3756 -1.8729
H -6.6127 -3.6237 0.7724
H 2.9331 0.3047 1.8619
H 7.2617 -0.4657 0.6131
H 0.9589 0.9722 2.2714
H -2.5700 2.4833 0.2041
H -6.9008 -2.0959 -1.1752
H -7.0018 -1.9785 1.2953
H 2.9534 -1.9798 -1.0857
H -5.2422 -2.7239 -1.1049
H -4.8202 1.6526 -0.4285
H 0.5346 1.9952 -2.5989
H -1.0912 1.4291 -2.1294
H -3.4311 -2.3640 0.0164
```

3.
C16H19N4O4PtS | ωB97M-V/def2-TZVPD

orbital gap	5.8	eV
E_HOMO	-9.988	eV
energy above the lowest of the compared OMol25 structures with the same formula, charge and spin	0.0	kJ/mol
E_LUMO	-4.155	eV
energy	-45128.2887	eV
total charge	+1

Structure (XYZ):
```
45
C16H19N4O4PtS, DFT ωB97M-V/def2-TZVPD
Pt -0.4976 -0.1548 -0.8340
S 0.9393 1.0913 0.4144
O -0.2679 -0.5579 -3.2726
O -2.3324 1.1746 0.7213
O -2.7535 3.3211 1.0086
O -0.1426 0.7594 -5.0780
N -1.2404 1.5808 -1.7879
N 0.0594 -1.8964 -0.1295
N 2.2329 1.0060 2.7225
N 0.9833 -0.7616 2.4443
C 1.3753 0.3780 1.9163
C 1.3289 -3.5947 0.5555
C 2.5349 0.2181 3.9212
C -2.0647 -2.1782 1.1828
C -1.2854 2.8730 -3.8075
C -0.6796 -2.5971 0.8082
C 2.3226 -2.0034 -1.2264
C -2.2378 3.7432 -1.8121
C -1.8978 2.5668 -1.1587
C -0.9855 1.7234 -3.0987
C 0.0801 -3.6557 1.2410
C -1.9093 3.9163 -3.1450
C 1.2911 -2.5007 -0.2703
C 1.6859 -1.0526 3.6958
C -0.4197 0.5165 -3.8053
C -2.3314 2.2851 0.2799
H 3.2271 -2.6016 -1.1279
H -2.1657 4.8297 -3.6628
H -0.2469 -4.4179 1.9309
H 0.1869 -0.0585 -5.4863
H 2.1426 -4.2984 0.6291
H 0.4717 -1.4794 1.9250
H -2.6640 -1.9431 0.3000
H -2.7900 4.5234 -1.3075
H 1.9782 -2.0818 -2.2602
H -2.0781 -1.2928 1.8237
H 2.5846 -0.9587 -1.0440
H 2.6774 1.8726 2.4773
H -2.5647 -2.9874 1.7129
H -1.0459 2.9276 -4.8581
H -2.6033 4.1741 0.5866
H 0.9716 -1.2169 4.4999
H 3.5998 0.0001 3.9786
H 2.2941 -1.9483 3.5783
H 2.2364 0.7566 4.8190
```

4.
C16H19N5O6 | ωB97M-V/def2-TZVPD

SMILES string	CNC(=O)[C@H](CC(N)=O)NC(C)=O.O=C(O)c1nc(=O)[nH]c2ccccc12
orbital gap	8.2	eV
E_HOMO	-9.140	eV
energy above the lowest of the compared OMol25 structures with the same formula, charge and spin	0.0	kJ/mol
E_LUMO	-0.958	eV
energy	-36637.5032	eV
total charge	0

Structure (XYZ):
```
46
C16H19N5O6, DFT ωB97M-V/def2-TZVPD
O -1.8595 -0.9811 2.2593
O 6.6771 -3.7561 1.8086
O 6.6432 -3.0901 -0.3568
O -3.1133 2.9184 1.4327
O 4.0410 0.2758 3.2846
O -4.1876 1.4397 -1.8548
N -1.4663 0.6837 0.8950
N 2.9010 -0.4097 1.5354
N 5.0634 -1.3231 2.0725
N -3.4309 -0.5994 -2.0326
N -2.8034 3.8834 -0.5748
C -3.8177 -0.1477 1.2458
C 3.7842 -2.1419 0.1542
C 3.6231 -3.0182 -0.9398
C 4.0080 -0.4820 2.3339
C 1.5685 -1.2443 -0.2939
C -2.6072 2.9003 0.3148
C 6.1702 -3.0296 0.7725
C -3.6721 5.0423 -0.3680
C -1.6402 1.7616 -0.0952
C -1.8384 1.1705 -1.5109
C 4.9985 -2.1249 1.0265
C 2.4505 -2.9932 -1.7023
C -2.3219 -0.1475 1.4968
C 1.4209 -2.1071 -1.3816
C -3.2433 0.6786 -1.8049
C 2.7413 -1.2630 0.4620
H 7.4428 -4.2320 1.4520
H -2.6779 -1.2556 -1.9700
H -4.3815 -0.8732 -2.2131
H -0.6723 2.2622 -0.1339
H -1.6110 1.9353 -2.2520
H 0.5109 -2.0960 -1.9739
H -3.1166 5.9628 -0.5526
H -4.0541 5.0612 0.6552
H -4.3235 -0.2273 2.2063
H 2.1073 0.0715 1.9390
H -4.0750 -1.0082 0.6346
H 2.3417 -3.6706 -2.5446
H -0.5394 0.5871 1.2712
H -4.5201 4.9888 -1.0527
H 0.7689 -0.5622 -0.0360
H 4.3938 -3.7312 -1.2209
H -4.1557 0.7623 0.7637
H -1.1312 0.3565 -1.6625
H -2.3961 3.7730 -1.4886
```

5.
C16H19N7O3S3 | ωB97M-V/def2-TZVPD

SMILES string	CCOC(=O)Cc1csc(NC(=O)CSc2nnc(Cc3csc(N)n3)n2C)n1
orbital gap	8.7	eV
E_HOMO	-8.222	eV
energy above the lowest of the compared OMol25 structures with the same formula, charge and spin	85.1	kJ/mol
E_LUMO	0.439	eV
energy	-65980.6110	eV
total charge	0

Structure (XYZ):
```
48
C16H19N7O3S3, DFT ωB97M-V/def2-TZVPD
S 0.3506 0.9041 -2.1935
S -4.4446 2.0708 -0.2016
S 0.5598 -3.3622 -0.7645
O -1.7435 2.3680 -2.1754
O 5.2419 -0.6817 0.5823
O 4.0467 1.1574 0.1099
N -1.7502 -2.2265 -0.7312
N -0.7493 -2.1989 -2.8443
N -2.8217 1.1319 1.7707
N -0.9929 1.9699 -0.0869
N 0.8553 0.5911 0.3135
N -2.3516 -0.0449 2.2115
N -3.7823 -0.4635 0.6084
C 1.7961 -0.1283 -0.3543
C 5.6218 2.3979 1.4953
C -1.8761 2.5021 -0.9765
C -4.5935 -1.1445 -0.3581
C -0.7684 -2.4862 -1.5228
C 0.0471 1.1788 -0.4963
C 4.1882 -0.1375 0.3856
C 2.8455 -0.8488 0.4231
C -3.0344 3.2332 -0.3387
C -2.9170 -0.9957 1.5231
C 1.6847 -0.0841 -1.7093
C -2.5665 -2.4357 1.5895
C -1.5252 -2.6911 0.5354
C -0.3394 -3.3175 0.7156
C -3.6704 0.8777 0.8070
C 5.2310 1.9566 0.0926
H -5.4194 -1.6619 0.1341
H -4.9970 -0.4093 -1.0533
H 2.5296 -0.8949 1.4675
H 2.3127 -0.5592 -2.4352
H -3.9686 -1.8594 -0.8952
H -3.3875 4.0280 -0.9932
H 6.4796 3.0623 1.4430
H 6.0417 1.3789 -0.3636
H -1.3884 -1.4801 -3.1474
H 0.1470 -2.2041 -3.3020
H 4.9831 2.8140 -0.5366
H 4.7936 2.9202 1.9680
H -1.1928 1.9740 0.9136
H 5.8834 1.5310 2.0970
H -2.8049 3.6056 0.6573
H -2.1590 -2.6653 2.5723
H 2.9930 -1.8662 0.0571
H -3.4498 -3.0508 1.4011
H 0.0621 -3.7551 1.6053
```